{
  "formula": "C31H30F6MnN4O8S2Sb",
  "method": "the ωB97M-V functional and the def2-TZVPD basis",
  "species": ["Mn", "O", "C", "O", "C", "C", "C", "N", "C", "C", "C", "C", "C", "C", "C", "N", "C", "C", "C", "C", "C", "N", "H", "H", "H", "H", "H", "H", "H", "H", "H", "H", "C", "Sb", "C", "C", "H", "H", "H", "H", "H", "H", "H", "H", "H", "F", "C", "F", "F", "S", "O", "O", "N", "S", "O", "O", "C", "F", "F", "F", "C", "C", "C", "C", "C", "C", "C", "C", "C", "C", "O", "O", "H", "H", "H", "H", "H", "H", "H", "H", "H", "H", "H"],
  "xyz": [[0.594052, 0.427710, 0.068386], [6.962665, 0.123344, -2.037599], [6.776085, 0.309946, -0.853685], [7.325818, 0.458174, 0.210759], [5.125348, 0.391070, -0.616979], [4.306127, 0.552351, -1.721248], [2.949937, 0.620034, -1.474043], [2.491530, 0.546359, -0.216969], [3.282722, 0.341376, 0.837807], [4.658177, 0.270048, 0.671416], [2.537330, 0.277266, 2.119290], [3.121403, -0.009001, 3.329881], [2.336897, 0.067859, 4.475598], [1.017910, 0.455864, 4.366199], [0.483500, 0.692827, 3.107466], [1.215612, 0.577814, 2.002228], [1.861280, 0.702508, -2.478417], [2.055722, 0.788232, -3.839591], [0.943465, 0.756055, -4.672923], [-0.318194, 0.659156, -4.117028], [-0.442944, 0.602522, -2.737404], [0.623428, 0.620114, -1.941278], [4.719199, 0.601679, -2.715739], [5.332201, 0.114020, 1.497184], [4.158228, -0.305741, 3.380272], [2.762425, -0.165870, 5.441713], [0.386440, 0.556324, 5.236699], [-0.555173, 0.945427, 2.975463], [3.053501, 0.858460, -4.247593], [1.068732, 0.794635, -5.746275], [-1.204262, 0.620645, -4.733715], [-1.399979, 0.523703, -2.234645], [2.044462, 4.175903, 0.331860], [0.285058, 3.005347, 0.143710], [-0.867573, 3.736719, 1.758193], [-0.626775, 3.930335, -1.526164], [1.776519, 5.228688, 0.396442], [2.686472, 4.021060, -0.534239], [2.583741, 3.885291, 1.232363], [-1.275320, 4.705920, 1.476842], [-0.230539, 3.849750, 2.633482], [-1.681658, 3.050247, 1.981617], [-0.975318, 4.915660, -1.221967], [-1.468664, 3.337114, -1.875846], [0.105055, 4.034377, -2.325940], [0.019192, -3.929993, -2.569104], [-0.299420, -3.336273, -1.431187], [-1.137854, -2.323473, -1.682127], [-0.877991, -4.197402, -0.621315], [1.234285, -2.620743, -0.687854], [0.744414, -1.549061, 0.224324], [2.035255, -2.121954, -1.776375], [1.731522, -3.844949, 0.098864], [3.157005, -3.855968, 0.846643], [3.509245, -2.566079, 1.400232], [4.142451, -4.601154, 0.140096], [2.647227, -4.878374, 2.290165], [2.250129, -6.079306, 1.902217], [1.659417, -4.281902, 2.953710], [3.699769, -4.996958, 3.098401], [-7.577142, -0.796606, -1.020940], [-6.151590, -0.672291, -0.561643], [-5.526518, -1.694749, 0.138382], [-4.226674, -1.580601, 0.617416], [-3.670639, -2.740172, 1.404385], [-3.508547, -0.406521, 0.342316], [-4.111079, 0.630151, -0.376193], [-3.444084, 1.949724, -0.693068], [-5.423929, 0.484282, -0.804373], [-2.114929, -0.290343, 0.869623], [-1.767825, -0.755358, 1.935022], [-1.296906, 0.408541, 0.095729], [-7.964937, -1.797621, -0.842562], [-7.667006, -0.578875, -2.085562], [-8.215123, -0.089224, -0.489043], [-6.068195, -2.614392, 0.326025], [-3.774671, -2.560478, 2.474746], [-2.613692, -2.908905, 1.223304], [-4.221701, -3.645456, 1.155200], [-2.489973, 2.075722, -0.183938], [-4.100868, 2.772029, -0.411462], [-3.270065, 2.037805, -1.769309], [-5.893205, 1.305572, -1.336329]],
  "atomic_forces_ev_per_a": [[-1.532, 0.218, 0.370], [-0.059, -0.018, -0.180], [0.131, -0.027, 0.222], [0.028, 0.048, 0.049], [-0.109, -0.041, -0.185], [0.087, 0.056, -0.002], [-0.224, 0.012, 0.043], [0.576, -0.078, -0.137], [-0.171, 0.059, 0.045], [0.002, -0.115, 0.075], [-0.063, 0.147, -0.180], [-0.034, 0.013, 0.078], [0.092, -0.023, -0.005], [-0.086, 0.039, -0.011], [0.046, -0.115, 0.008], [0.606, -0.269, 0.048], [0.053, -0.081, 0.116], [-0.025, 0.017, -0.059], [0.077, 0.007, 0.007], [-0.048, 0.015, 0.044], [-0.029, -0.040, -0.021], [0.278, -0.169, -0.131], [-0.003, -0.026, -0.003], [0.023, 0.006, 0.014], [0.016, 0.006, 0.017], [0.013, 0.006, 0.004], [-0.012, -0.022, -0.003], [-0.089, -0.075, -0.036], [0.001, -0.021, -0.023], [0.007, 0.018, -0.002], [-0.003, -0.002, -0.008], [0.047, -0.028, -0.030], [0.015, -0.031, 0.005], [0.095, 0.199, 0.028], [-0.029, -0.055, 0.026], [0.008, -0.038, -0.074], [0.009, 0.014, 0.002], [0.006, 0.004, -0.002], [0.007, 0.006, 0.004], [-0.002, 0.008, 0.031], [-0.010, -0.004, 0.015], [-0.014, 0.014, -0.002], [0.001, 0.018, -0.032], [0.055, 0.056, 0.018], [0.002, 0.005, -0.009], [-0.052, -0.017, -0.030], [0.062, 0.049, -0.015], [-0.023, -0.015, -0.044], [-0.109, 0.060, 0.045], [0.328, -0.144, 0.414], [-0.059, -0.075, -0.196], [-0.179, 0.032, 0.141], [0.285, 0.310, -0.266], [-0.154, 0.087, 0.139], [-0.138, -0.093, -0.237], [-0.038, 0.049, -0.012], [0.076, -0.014, 0.112], [0.010, 0.004, -0.020], [0.013, 0.031, -0.002], [-0.045, -0.012, -0.026], [0.024, 0.000, -0.018], [0.033, -0.011, 0.036], [0.014, 0.017, -0.024], [-0.090, -0.158, 0.007], [-0.025, 0.033, -0.029], [0.145, -0.197, 0.114], [-0.070, 0.211, -0.129], [-0.013, 0.105, 0.113], [-0.014, 0.014, 0.008], [-0.123, 0.242, 0.196], [0.104, -0.032, 0.053], [0.682, -0.225, -0.311], [0.001, -0.011, -0.003], [-0.001, 0.000, -0.011], [-0.002, 0.007, 0.008], [-0.018, 0.000, 0.021], [0.011, 0.018, 0.008], [0.050, -0.021, -0.048], [-0.008, -0.019, 0.011], [-0.344, 0.024, -0.096], [-0.080, 0.045, -0.034], [0.014, -0.013, -0.004], [-0.008, 0.003, -0.008]],
  "relative_energy_kcal_mol": 13.9,
  "spin_multiplicity": 4,
  "charge": 1,
  "homo_energy_ev": [-11.0, -11.0],
  "homo_lumo_gap_ev": [6.802, 4.481],
  "e_lumo_ev": [-4.2, -6.5],
  "max_force_ha_per_bohr": 0.0309
}